No. 1
Molecular formula: C17H18N6O4S
Method: DFT, the ωB97M-V functional and the def2-TZVPD basis

```
46
Properties=species:S:1:pos:R:3:mulliken_charge:R:1
C -1.931 -3.244 1.264 -0.82
H -2.897 -3.495 1.715 0.36
O -2.111 -2.746 -0.049 -0.56
C -2.704 -1.510 -0.139 0.32
C -4.007 -1.405 -0.612 -0.48
C -4.623 -0.175 -0.720 -0.65
C -3.964 0.993 -0.345 0.59
C -2.660 0.898 0.109 -0.64
C -2.024 -0.336 0.195 0.18
N -0.694 -0.358 0.629 0.94
C 0.385 -1.090 0.212 0.11
N 1.434 -0.663 0.889 0.30
N 1.002 0.299 1.692 -0.83
N -0.237 0.501 1.556 -0.40
S 0.354 -2.321 -0.988 -0.10
C 2.137 -2.474 -1.365 -0.45
C 2.926 -2.713 -0.097 0.34
O 2.758 -3.676 0.609 -0.63
N 3.843 -1.749 0.235 -0.12
C 4.017 -0.489 -0.381 0.49
O 4.146 -0.364 -1.575 -0.61
N 4.093 0.526 0.515 -0.25
H 3.673 0.367 1.421 0.36
C 4.016 1.893 0.026 -0.94
C 2.599 2.355 -0.105 0.65
C 1.871 3.270 0.598 -0.93
C 0.572 3.258 0.036 -0.22
C 0.605 2.333 -0.959 -0.53
O 1.826 1.781 -1.052 -0.26
H -0.141 1.988 -1.648 0.57
H -0.264 3.854 0.340 0.50
H 2.214 3.874 1.411 0.47
H 4.551 2.548 0.715 0.40
H 4.500 1.900 -0.955 0.30
H 4.191 -1.843 1.182 0.25
H 2.467 -1.596 -1.913 0.36
H 2.191 -3.359 -2.000 0.45
H -2.106 1.777 0.400 0.54
C -4.644 2.322 -0.458 -1.62
H -4.733 2.608 -1.505 0.33
H -4.082 3.091 0.063 0.35
H -5.648 2.273 -0.041 0.39
H -5.636 -0.117 -1.089 0.43
H -4.523 -2.311 -0.888 0.46
H -1.415 -2.533 1.915 0.32
H -1.326 -4.142 1.162 0.29
```

Energy above the lowest of the compared OMol25 structures with the same formula, charge and spin = 10.96 kJ/mol
Structure (SMILES) = COc1ccc(C)cc1-n1nnnc1SCC(=O)NC(=O)NCc1ccco1
Kohn-Sham gap = 0.3366 Eh
LUMO level = 0.5 eV
Charge = 0



No. 2
Molecular formula: C25H29B2Cl4O3S
Method: DFT, the ωB97M-V functional and the def2-TZVPD basis

```
64
Properties=species:S:1:pos:R:3:mulliken_charge:R:1
Cl -2.910 -0.843 -4.780 -0.23
B -2.838 -0.851 -3.016 0.53
Cl -3.230 0.576 -2.113 -0.12
Cl -2.268 -2.336 -2.201 -0.15
O -0.156 -0.845 1.117 -0.67
C 1.458 0.515 0.649 -0.60
C 0.905 0.685 -0.779 0.69
C 0.248 1.881 -1.141 -0.24
C 0.021 2.213 -2.490 -1.16
C 0.350 1.245 -3.458 0.60
Cl 0.315 1.690 -5.090 -0.26
C 0.705 -0.049 -3.086 -1.05
C 0.964 -0.352 -1.753 -0.17
H 0.984 1.218 1.361 0.51
H -0.027 2.606 -0.367 0.38
H -0.301 3.192 -2.782 0.49
H 0.897 -0.799 -3.892 0.25
H 1.192 -1.348 -1.440 0.52
C 3.718 3.835 -4.330 -1.32
C 3.678 3.211 -2.965 1.20
C 3.367 3.982 -1.819 -1.04
C 3.187 3.292 -0.567 -1.13
C 3.238 1.898 -0.519 0.06
B -1.382 -1.449 1.263 0.58
C 2.827 1.193 0.699 1.24
C 2.935 1.687 1.999 -0.11
C 2.730 0.761 3.021 -1.18
C 2.606 -0.582 2.606 0.75
C 2.296 -1.792 3.350 -1.29
S 2.851 -0.666 0.849 -0.48
O -2.526 -0.659 1.551 -0.41
C -3.694 -1.493 1.786 1.68
C -4.334 -0.842 3.042 -1.77
C -4.592 -1.382 0.587 -1.53
C -3.032 -2.942 1.942 1.85
C -2.798 -3.280 3.437 -2.01
C -3.743 -4.058 1.215 -1.69
O -1.722 -2.833 1.301 -0.48
C 3.705 1.204 -1.573 0.24
C 3.885 1.814 -2.848 -0.86
H 4.628 3.545 -4.844 0.34
H 2.851 3.467 -4.915 0.17
H 3.663 4.917 -4.234 0.39
H 3.241 5.045 -1.920 0.34
H 3.014 3.921 0.310 0.24
H 3.214 2.746 2.168 0.23
H 2.795 0.965 4.089 0.38
H 2.264 -1.555 4.421 0.37
H 1.338 -2.221 3.026 0.11
H 3.107 -2.490 3.139 0.32
H -5.255 -1.373 3.372 0.33
H -3.609 -0.791 3.868 0.33
H -4.594 0.224 2.791 0.37
H -5.539 -1.958 0.695 0.27
H -4.841 -0.325 0.393 0.44
H -4.066 -1.732 -0.315 -0.13
H -3.754 -3.439 3.956 0.33
H -2.173 -4.172 3.517 0.48
H -2.249 -2.465 3.931 0.32
H -4.771 -4.218 1.559 0.32
H -3.732 -3.822 0.140 0.27
H -3.165 -4.990 1.325 0.41
H 3.983 0.169 -1.501 0.41
H 4.140 1.256 -3.738 0.37
```

Energy above the lowest of the compared OMol25 structures with the same formula, charge and spin = 418.28 kJ/mol
Kohn-Sham gap = 0.1969 Eh
LUMO level = 2.5 eV
Charge = -1



No. 3
Molecular formula: C2H7NS
Method: DFT, the ωB97M-V functional and the def2-TZVPD basis

```
11
Properties=species:S:1:pos:R:3:mulliken_charge:R:1
C -1.592 -0.047 -0.095 -1.04
C -0.304 -0.152 0.640 -0.22
N 1.198 0.507 -0.255 -0.46
S 2.416 -0.444 -0.834 -0.17
H -1.762 0.764 -0.694 0.37
H -1.546 -0.845 -0.808 0.30
H -2.427 -0.358 0.510 0.32
H -0.195 0.653 1.459 0.24
H 0.018 -1.133 0.763 0.31
H 0.981 1.171 -0.962 0.23
H 3.212 -0.115 0.276 0.12
```

Energy above the lowest of the compared OMol25 structures with the same formula, charge and spin = 231.74 kJ/mol
Kohn-Sham gap = 0.3442 Eh
LUMO level = 1.0 eV
Charge = 0



Question: Which value of charge does entry 1 give?
Answer: 0



Question: What is the formula in the first record?
Answer: C17H18N6O4S



Repeat the first record exactly.
Molecular formula: C17H18N6O4S
Method: DFT, the ωB97M-V functional and the def2-TZVPD basis

```
46
Properties=species:S:1:pos:R:3:mulliken_charge:R:1
C -1.931 -3.244 1.264 -0.82
H -2.897 -3.495 1.715 0.36
O -2.111 -2.746 -0.049 -0.56
C -2.704 -1.510 -0.139 0.32
C -4.007 -1.405 -0.612 -0.48
C -4.623 -0.175 -0.720 -0.65
C -3.964 0.993 -0.345 0.59
C -2.660 0.898 0.109 -0.64
C -2.024 -0.336 0.195 0.18
N -0.694 -0.358 0.629 0.94
C 0.385 -1.090 0.212 0.11
N 1.434 -0.663 0.889 0.30
N 1.002 0.299 1.692 -0.83
N -0.237 0.501 1.556 -0.40
S 0.354 -2.321 -0.988 -0.10
C 2.137 -2.474 -1.365 -0.45
C 2.926 -2.713 -0.097 0.34
O 2.758 -3.676 0.609 -0.63
N 3.843 -1.749 0.235 -0.12
C 4.017 -0.489 -0.381 0.49
O 4.146 -0.364 -1.575 -0.61
N 4.093 0.526 0.515 -0.25
H 3.673 0.367 1.421 0.36
C 4.016 1.893 0.026 -0.94
C 2.599 2.355 -0.105 0.65
C 1.871 3.270 0.598 -0.93
C 0.572 3.258 0.036 -0.22
C 0.605 2.333 -0.959 -0.53
O 1.826 1.781 -1.052 -0.26
H -0.141 1.988 -1.648 0.57
H -0.264 3.854 0.340 0.50
H 2.214 3.874 1.411 0.47
H 4.551 2.548 0.715 0.40
H 4.500 1.900 -0.955 0.30
H 4.191 -1.843 1.182 0.25
H 2.467 -1.596 -1.913 0.36
H 2.191 -3.359 -2.000 0.45
H -2.106 1.777 0.400 0.54
C -4.644 2.322 -0.458 -1.62
H -4.733 2.608 -1.505 0.33
H -4.082 3.091 0.063 0.35
H -5.648 2.273 -0.041 0.39
H -5.636 -0.117 -1.089 0.43
H -4.523 -2.311 -0.888 0.46
H -1.415 -2.533 1.915 0.32
H -1.326 -4.142 1.162 0.29
```

Energy above the lowest of the compared OMol25 structures with the same formula, charge and spin = 10.96 kJ/mol
Structure (SMILES) = COc1ccc(C)cc1-n1nnnc1SCC(=O)NC(=O)NCc1ccco1
Kohn-Sham gap = 0.3366 Eh
LUMO level = 0.5 eV
Charge = 0



Question: Which value of energy above the lowest of the compared OMol25 structures with the same formula, charge and spin does entry 2 give?
Answer: 418.28 kJ/mol